Below is a molecular structure, C40H60CrN3O6PTe, with properties calculated with the ωB97M-V functional and the def2-TZVPD basis.

- molar mass (g/mol) = 889.50
- ⟨S²⟩ = 6.026
- HOMO-LUMO gap (alpha / beta) (eV) = 5.68 / 6.44
- 2S+1 = 5
- relative energy (zero: lowest compared OMol25 entry of this formula, charge and spin) (kJ/mol) = 0.0
- charge = -2

Each line ends with the Löwdin spin population.
Element x y z (Å)
Cr -0.592 0.197 -0.721  3.81
C 2.719 4.113 -0.630  0.00
C 2.608 2.837 -1.457  0.00
C 2.324 3.157 -2.927  0.00
C 3.826 1.949 -1.381  0.00
C 5.082 2.463 -1.102  0.00
C 6.212 1.659 -1.130  0.00
C 6.063 0.320 -1.440  0.00
C 4.819 -0.236 -1.722  0.00
C 4.762 -1.722 -2.016  0.00
C 5.456 -2.557 -0.934  0.00
C 5.368 -2.033 -3.385  0.00
C 3.671 0.586 -1.702  0.00
N 2.383 0.080 -1.841  0.02
C 2.031 -0.483 -2.973  0.00
O 2.575 -0.407 -4.093  0.00
C 0.830 -1.423 -2.870  0.01
C 0.677 -2.339 -3.905  0.00
C -0.324 -3.290 -3.834  0.01
C -1.120 -3.331 -2.703  0.00
C -0.913 -2.392 -1.702  0.02
N 0.013 -1.429 -1.802  0.00
C -1.730 -2.547 -0.423  0.01
O -2.483 -3.542 -0.367  0.01
N -1.495 -1.651 0.523  0.03
C -2.086 -1.922 1.769  0.00
C -3.258 -1.262 2.181  0.00
C -3.738 -1.480 3.467  0.00
C -3.091 -2.333 4.349  0.00
C -1.959 -3.004 3.923  0.00
C -1.457 -2.824 2.641  0.00
C -0.280 -3.659 2.184  0.00
C -0.751 -5.059 1.780  0.00
C 0.835 -3.764 3.228  0.00
C -4.013 -0.394 1.190  0.00
C -4.939 -1.271 0.343  0.00
C -4.811 0.741 1.829  0.00
H 1.752 4.612 -0.594  0.00
H 3.433 4.814 -1.068  0.00
H 3.039 3.899 0.391  0.00
H 1.754 2.250 -1.086  0.01
H 3.158 3.723 -3.352  0.00
H 1.411 3.742 -3.024  0.00
H 2.208 2.240 -3.499  0.00
H 5.186 3.514 -0.864  0.00
H 7.192 2.072 -0.910  0.00
H 6.938 -0.320 -1.459  0.00
H 3.711 -2.021 -2.042  0.00
H 6.542 -2.461 -0.994  0.00
H 5.213 -3.614 -1.058  0.00
H 5.150 -2.251 0.065  0.00
H 6.409 -1.705 -3.420  0.00
H 4.803 -1.523 -4.161  0.00
H 5.346 -3.108 -3.579  0.00
H 1.361 -2.255 -4.736  0.00
H -0.471 -4.000 -4.641  0.00
H -1.898 -4.062 -2.546  0.00
H -4.633 -0.974 3.799  0.00
H -3.471 -2.473 5.354  0.00
H -1.459 -3.691 4.595  0.00
H 0.135 -3.174 1.290  0.00
H -1.150 -5.582 2.653  0.00
H 0.084 -5.643 1.387  0.00
H -1.528 -4.995 1.021  0.00
H 0.575 -4.474 4.016  0.00
H 1.042 -2.803 3.699  0.00
H 1.754 -4.121 2.761  0.00
H -3.266 0.054 0.522  0.00
H -5.740 -1.678 0.966  0.00
H -4.398 -2.103 -0.101  0.00
H -5.391 -0.676 -0.452  0.00
H -5.491 0.386 2.604  0.00
H -5.427 1.224 1.073  0.00
H -4.156 1.501 2.261  0.00
C -1.500 0.791 -2.563  -0.03
H -0.918 0.496 -3.445  0.00
H -1.682 1.871 -2.664  0.00
H -2.483 0.300 -2.650  0.00
C -2.869 5.205 2.832  0.00
C -2.371 3.831 2.447  0.00
O -3.139 3.332 1.372  0.00
P -2.379 2.941 -0.008  0.01
O -1.475 1.779 0.285  0.04
Te -1.489 4.932 -0.900  0.00
O -3.621 2.351 -0.815  0.00
C -4.762 3.097 -1.191  0.00
C -4.619 3.680 -2.581  0.00
H -2.348 5.553 3.724  0.00
H -3.937 5.171 3.043  0.00
H -2.694 5.905 2.016  0.00
H -2.477 3.123 3.274  0.00
H -1.311 3.865 2.170  0.00
H -4.968 3.866 -0.439  0.00
H -5.587 2.379 -1.176  0.00
H -3.856 4.457 -2.610  0.00
H -5.578 4.103 -2.888  0.00
H -4.337 2.897 -3.282  0.00
C -0.194 0.973 3.133  0.00
C 0.850 1.276 2.071  0.00
O 1.015 0.197 1.161  0.02
C 1.844 -0.826 1.703  0.00
C 2.159 -1.885 0.677  0.00
H -0.349 1.854 3.758  0.00
H 0.101 0.148 3.781  0.00
H -1.139 0.716 2.655  0.00
H 1.827 1.507 2.521  0.00
H 0.540 2.132 1.473  0.00
H 1.336 -1.275 2.568  0.00
H 2.777 -0.361 2.065  0.00
H 2.707 -2.696 1.161  0.00
H 2.751 -1.467 -0.128  0.00
H 1.243 -2.287 0.236  0.00